C6H16AgAs2F12O5 | ωB97M-V/def2-TZVPD

XYZ file:
```
42
Properties=species:S:1:pos:R:3:forces:R:3:mulliken_spin:R:1
Ag -0.1268 0.3274 -0.9970 0.179 -0.272 -2.027 0.320
As -0.4807 1.3024 2.8972 0.684 2.168 -0.561 -0.003
F -1.7688 2.5040 2.5560 0.697 -1.079 0.449 0.000
F -0.8481 1.5310 4.7016 0.574 -0.844 -2.375 0.000
F 0.8435 0.1299 3.1475 -1.479 1.118 0.272 0.000
F -0.1747 1.2879 1.1081 -0.219 0.123 2.055 0.002
F 0.6962 2.6932 2.9785 -1.207 -1.760 0.277 0.001
F -1.6299 -0.0160 2.6555 0.673 0.715 0.855 0.000
As 3.3966 1.3037 -1.9751 -0.431 0.351 -1.489 -0.003
F 2.4100 0.8619 -3.4001 1.584 0.634 1.290 0.000
F 1.9214 1.1358 -0.9801 2.645 0.847 -0.148 0.008
F 4.3745 1.7350 -0.4933 -0.933 -0.527 -1.648 0.000
F 4.8966 1.4329 -3.0668 -1.634 0.019 1.529 0.000
F 3.0266 3.0492 -2.2216 0.650 -1.602 0.268 0.000
F 3.7426 -0.4133 -1.7406 0.162 0.942 0.144 -0.001
O -0.1497 1.7006 -2.7803 -0.618 0.069 -0.277 0.408
H -0.3594 2.6413 -2.9403 0.159 -0.409 0.744 -0.020
O 0.1379 -1.0505 -2.6710 -0.381 -0.649 -0.263 0.291
H 0.6715 -1.8682 -2.7060 -0.040 0.716 0.509 -0.017
C 2.6811 -0.7696 1.1581 -0.998 -0.862 -0.061 0.001
O 1.4656 -1.1402 0.4626 -0.098 -0.012 0.265 -0.010
C 0.8942 -2.3425 0.9770 1.148 1.009 -0.370 0.006
C -0.3665 -2.7031 0.2606 0.656 0.499 -0.558 -0.003
O -1.0687 -1.4873 0.2248 -1.258 -0.867 0.356 0.008
C -2.4465 -1.6812 0.0740 -0.830 0.919 -0.016 -0.001
C -3.1240 -0.3081 0.0124 0.488 0.092 -0.050 0.004
O -2.4269 0.5486 -0.8875 -2.213 1.174 0.124 0.011
C -3.1731 1.7861 -1.0535 0.458 -0.032 0.616 -0.002
H 2.8302 0.3099 1.1817 -0.144 -0.195 -0.537 -0.001
H 3.4809 -1.3178 0.6601 0.364 0.298 0.161 0.000
H 2.5521 -1.0848 2.1935 0.329 -0.107 0.146 0.001
H 0.5938 -2.1409 2.0052 0.363 -0.319 0.407 0.000
H 1.6493 -3.1166 0.8404 0.001 -0.510 0.518 0.000
H -0.8341 -3.4961 0.8441 -0.530 0.043 0.228 -0.002
H -0.2403 -3.0700 -0.7580 0.208 0.061 -0.206 -0.001
H -2.8643 -2.1576 0.9609 0.007 -0.282 0.338 0.001
H -2.7171 -2.3153 -0.7703 0.346 0.043 -0.451 0.001
H -3.1226 0.0964 1.0246 0.203 0.308 -0.006 0.000
H -4.1709 -0.3540 -0.2877 -0.226 -0.478 -0.208 0.000
H -3.5357 2.1820 -0.1049 0.300 -0.230 0.564 0.000
H -4.0942 1.6978 -1.6296 0.129 -0.562 -0.573 0.001
H -2.5417 2.5758 -1.4606 0.235 -0.550 -0.290 0.001
```
Positions in Å, forces in eV/Å.

HOMO-LUMO gap (spin up / spin down) (Ha): 0.27349 / 0.22408
Spin multiplicity: 2
Charge: -2
Relative energy (zero: lowest compared OMol25 entry of this formula, charge and spin) (kcal per mole): 49.61
LUMO energy (spin up / spin down) (eV): 4.89 / 4.76
E (eV): -175008.4385